# C71H172N12O16

12 unconnected molecules or ions with the total composition C71H172N12O16 (ωB97M-V with the def2-TZVPD basis set, the Open Molecules 2025 dataset).

The geometry in XYZ format:
```
271
Properties=species:S:1:pos:R:3:forces:R:3
C 24.701 16.673 12.627 0.16 0.33 -0.14
C 25.436 16.221 13.902 1.22 1.32 0.06
C 26.055 17.486 14.594 -0.49 -0.42 -0.16
C 24.510 15.542 14.917 -0.76 -0.10 -1.10
C 24.083 14.167 14.480 1.04 -1.11 0.47
C 25.344 13.283 14.320 -0.19 1.61 -1.70
C 26.362 13.952 13.270 0.09 -1.56 0.07
C 27.658 13.108 13.523 -0.52 0.94 -0.94
C 25.771 13.759 11.831 -0.25 -0.20 1.20
N 26.592 15.354 13.604 -0.02 -0.75 1.14
O 27.639 15.971 12.791 -1.51 -0.55 0.64
H 25.480 16.959 11.920 0.02 -0.49 -0.35
H 24.016 15.930 12.217 0.27 -0.02 -0.12
H 24.141 17.606 12.694 -0.25 0.00 0.72
H 26.431 18.215 13.877 0.25 -0.21 -0.07
H 25.330 18.024 15.204 -0.29 -0.14 0.01
H 26.841 17.127 15.259 0.15 0.18 0.02
H 24.885 15.447 15.936 0.27 0.59 -0.04
H 23.618 16.158 14.809 -0.13 0.38 0.95
H 23.480 13.654 15.230 -0.42 0.31 0.10
H 23.481 14.243 13.574 0.10 -0.31 -0.11
H 25.023 12.312 13.943 0.34 -0.13 -0.14
H 25.903 13.127 15.243 -0.35 0.21 0.23
H 27.853 13.041 14.593 0.12 0.00 -0.10
H 28.508 13.560 13.011 0.08 -0.07 0.05
H 27.491 12.120 13.094 0.10 -0.10 0.19
H 26.157 14.451 11.082 0.17 -0.18 0.10
H 24.700 13.921 11.957 -0.05 0.19 -0.45
H 25.846 12.713 11.532 0.33 0.06 -0.23
H 28.210 16.209 13.525 0.48 0.19 -0.26
C 10.635 14.924 17.041 0.89 0.24 0.70
C 12.163 15.214 16.925 0.76 0.88 -0.73
C 12.521 15.363 15.411 -0.03 -0.52 1.01
C 12.470 16.588 17.570 1.15 0.99 0.87
C 13.966 16.897 17.953 -1.44 -1.89 -0.22
C 14.513 15.735 18.794 0.04 0.24 -0.83
C 14.305 14.283 18.195 -0.08 0.66 0.49
C 15.402 14.053 17.168 0.24 -0.11 -0.25
C 14.431 13.264 19.339 0.35 0.13 -0.44
N 12.939 14.163 17.690 -1.68 0.74 -0.75
O 12.637 12.840 17.129 0.53 1.42 0.65
H 10.026 15.828 17.012 0.28 0.25 -0.36
H 10.262 14.245 16.275 0.13 -0.21 0.27
H 10.507 14.574 18.066 -0.35 -0.52 -0.08
H 13.521 15.785 15.320 0.12 -0.32 -0.25
H 12.412 14.377 14.958 0.31 0.11 -0.31
H 11.838 16.064 14.932 -0.14 -0.08 0.07
H 12.266 17.450 16.935 -0.91 -0.40 -0.43
H 11.878 16.705 18.478 -0.11 -0.03 0.13
H 14.558 17.009 17.045 0.06 -0.07 -0.15
H 14.091 17.827 18.506 -0.35 0.04 0.01
H 14.123 15.784 19.811 0.01 -0.02 0.01
H 15.558 16.041 18.766 0.44 -1.01 0.73
H 16.372 13.942 17.654 0.10 0.21 0.21
H 15.457 14.922 16.513 0.08 -0.16 -0.29
H 15.285 13.132 16.597 -0.37 0.07 -0.17
H 13.710 13.422 20.141 0.08 0.29 -0.01
H 15.457 13.370 19.694 -0.03 -0.26 0.42
H 14.274 12.250 18.973 0.18 -0.02 -0.10
H 11.997 12.611 17.807 -0.20 -0.68 -0.19
C 20.553 21.880 15.116 0.54 -0.10 -0.06
C 19.998 21.225 16.415 -0.58 -0.81 -0.46
C 21.133 20.856 17.370 0.17 1.38 -0.52
C 19.083 22.244 17.148 -0.98 0.85 -0.68
C 17.576 22.287 16.668 0.69 -1.54 0.59
C 17.078 20.814 16.645 0.74 0.48 0.07
C 17.877 19.853 15.734 -0.64 1.61 -0.70
C 17.318 18.469 16.016 -0.38 -0.82 -0.41
C 17.628 20.317 14.212 1.48 0.04 0.84
N 19.296 19.906 16.170 -2.21 1.22 0.87
O 20.013 19.047 15.353 0.68 -0.12 -0.55
H 21.315 22.629 15.335 -0.07 0.19 0.46
H 21.101 21.193 14.470 -0.21 -0.42 0.15
H 19.838 22.388 14.468 -0.33 -0.11 0.31
H 20.840 20.512 18.362 -0.31 -0.38 -0.32
H 21.843 20.185 16.886 0.05 -0.01 0.14
H 21.596 21.826 17.547 0.61 -0.07 0.08
H 19.185 22.192 18.232 -0.51 -0.87 0.16
H 19.505 23.241 17.024 0.26 0.09 -0.57
H 16.924 22.838 17.345 0.30 0.07 0.37
H 17.388 22.774 15.711 0.56 -0.12 -0.27
H 16.015 20.799 16.404 0.00 -0.29 -0.08
H 17.239 20.372 17.628 -0.35 0.30 0.40
H 17.414 18.081 17.030 0.41 0.56 0.31
H 17.725 17.674 15.391 0.14 0.16 -0.35
H 16.240 18.472 15.853 -0.12 0.10 -0.29
H 18.430 21.006 13.947 0.28 -0.17 0.05
H 16.776 20.971 14.028 -0.59 -0.67 0.29
H 17.734 19.508 13.489 -0.44 -0.07 0.10
H 20.238 18.355 15.978 0.58 -0.29 -0.49
C 15.187 9.451 14.842 -0.46 -0.18 -0.26
O 16.529 9.531 14.310 -1.71 0.21 0.78
C 16.751 10.776 13.664 1.13 -0.34 -0.68
C 18.044 10.634 12.804 -0.88 1.08 -1.60
C 17.864 9.770 11.560 -1.01 -0.36 0.84
N 19.149 10.136 13.530 0.42 -0.06 1.19
H 14.902 8.458 15.189 0.59 -0.49 -0.81
H 14.474 9.818 14.102 -0.03 -0.36 -0.35
H 14.867 9.988 15.734 1.18 1.04 0.34
H 15.954 11.096 12.992 -0.48 -0.30 0.06
H 16.880 11.561 14.409 0.12 0.21 0.19
H 18.261 11.638 12.438 0.10 0.33 0.10
H 16.989 10.162 11.043 0.12 -0.29 -0.53
H 17.638 8.774 11.939 -0.25 -0.25 -0.24
H 18.744 9.645 10.929 -0.04 0.57 0.11
H 19.338 10.851 14.218 0.60 0.07 0.46
H 18.676 9.429 14.075 0.62 -0.83 0.49
C 23.083 12.574 19.802 -0.21 -0.25 -0.55
O 24.276 13.162 20.228 -0.78 0.69 0.41
C 25.101 13.501 19.151 1.81 1.25 1.04
C 26.117 14.562 19.767 0.08 -0.44 -0.94
C 26.756 15.496 18.702 0.04 -0.63 0.17
N 27.181 13.880 20.544 -0.25 -0.04 -0.24
H 23.359 11.605 19.388 -0.61 -0.43 0.11
H 22.590 13.138 19.010 0.15 0.32 -0.37
H 22.323 12.551 20.583 0.48 -0.42 0.38
H 25.597 12.594 18.805 0.46 -0.08 -0.18
H 24.596 13.923 18.282 -0.49 0.26 0.11
H 25.554 15.169 20.476 -0.50 0.10 -0.29
H 26.042 15.957 18.021 -0.34 0.04 0.19
H 27.453 14.946 18.069 0.05 -0.22 0.06
H 27.338 16.291 19.167 -0.07 -0.02 0.19
H 27.345 14.403 21.393 0.25 0.31 0.02
H 26.821 13.008 20.906 -0.16 -0.31 -0.14
C 26.908 19.364 18.009 -1.53 1.42 -0.21
O 25.831 20.120 18.734 1.20 -1.48 -0.24
C 25.721 21.498 18.397 0.57 -0.76 0.10
C 24.838 22.298 19.354 1.28 0.05 0.28
C 23.559 21.640 19.627 -0.28 -1.48 0.42
N 24.594 23.598 18.809 0.18 0.84 0.11
H 26.815 19.583 16.945 -0.01 0.25 -0.18
H 26.763 18.285 18.055 -0.28 0.22 0.72
H 27.918 19.647 18.306 -0.12 0.09 0.41
H 26.722 21.928 18.416 0.15 0.30 -0.30
H 25.277 21.586 17.405 0.04 0.07 -0.42
H 25.400 22.415 20.281 0.04 0.20 0.17
H 23.285 21.126 18.705 -0.70 0.02 0.27
H 22.815 22.331 20.022 -0.03 -0.12 -0.25
H 23.786 20.876 20.371 -0.54 -0.33 -0.01
H 25.407 24.180 18.953 -0.03 0.26 -0.53
H 24.355 23.502 17.832 0.11 0.42 -0.21
C 20.925 14.753 11.686 1.47 1.27 1.34
O 20.404 15.977 11.229 -1.97 0.33 -0.51
C 20.859 17.181 11.839 0.87 0.52 -0.56
C 19.991 18.453 11.553 -0.03 -0.51 -0.85
C 19.880 18.761 10.074 -1.45 -1.18 -1.21
N 20.465 19.706 12.104 0.37 -0.41 1.18
H 20.675 14.593 12.734 -0.51 -0.30 0.18
H 21.999 14.932 11.740 0.58 -0.64 -0.25
H 20.722 13.856 11.101 -0.41 0.59 -0.35
H 21.034 17.145 12.914 -0.31 -0.50 0.34
H 21.837 17.362 11.393 0.49 0.28 -0.01
H 19.036 18.267 12.044 -0.34 -0.05 -0.45
H 19.648 17.873 9.486 0.51 -0.45 0.00
H 20.735 19.258 9.616 0.21 -0.06 0.41
H 18.992 19.339 9.819 0.10 0.60 0.52
H 20.323 19.659 13.103 0.10 0.23 0.45
H 21.465 19.768 11.975 0.33 0.20 -0.16
C 17.661 10.575 17.579 -0.16 0.92 -1.06
O 19.003 10.751 17.098 -0.30 -1.00 0.90
C 20.004 10.582 18.106 0.14 -0.17 0.26
C 20.409 9.118 18.459 -0.58 1.28 1.46
C 21.544 9.092 19.466 -0.04 0.35 0.34
N 20.731 8.409 17.293 0.31 -0.53 -1.31
H 17.345 11.395 18.224 0.43 -0.04 0.74
H 17.396 9.602 17.994 0.42 -0.06 0.09
H 17.020 10.767 16.719 0.08 -0.47 -0.29
H 20.905 11.040 17.697 0.06 0.24 -0.07
H 19.708 11.127 19.002 -0.06 0.15 0.23
H 19.593 8.606 18.969 -0.42 0.06 -0.03
H 21.797 8.060 19.707 -0.19 0.05 0.24
H 21.212 9.659 20.336 0.07 -0.33 0.39
H 22.484 9.569 19.187 -0.08 0.10 -0.62
H 20.057 8.761 16.629 -0.15 -0.44 -0.78
H 21.608 8.806 16.990 0.42 -0.22 -0.48
C 17.324 18.529 19.877 -0.20 -1.16 -0.30
O 17.910 17.425 20.540 0.46 -0.72 0.04
C 18.412 16.423 19.643 -0.65 -0.19 0.93
C 18.735 15.179 20.467 0.66 1.67 0.20
N 20.032 15.464 21.102 0.24 -1.09 0.26
C 20.482 14.509 22.098 0.26 -0.13 0.20
C 21.855 14.893 22.591 0.17 -0.20 0.42
O 21.754 16.015 23.529 -0.75 -1.60 -1.83
C 22.962 16.500 24.005 0.29 0.43 0.86
H 16.817 19.172 20.597 0.49 0.09 -0.01
H 16.566 18.071 19.241 -0.32 0.48 -0.51
H 18.087 19.003 19.260 -0.11 0.55 -0.03
H 19.306 16.770 19.124 0.23 0.14 -0.02
H 17.700 16.093 18.887 -0.56 0.52 -0.17
H 18.726 14.352 19.757 0.69 -0.35 0.23
H 17.954 14.999 21.205 -0.33 0.01 0.02
H 20.024 16.294 21.677 -0.75 0.78 -0.63
H 20.512 13.501 21.684 0.07 -0.08 -0.10
H 19.880 14.475 23.006 -0.64 -0.08 0.07
H 22.490 15.018 21.714 0.28 0.99 -0.03
H 22.286 14.000 23.042 0.13 0.07 0.80
H 23.530 15.760 24.568 0.34 -0.39 -0.40
H 22.717 17.223 24.784 -0.07 0.37 -0.23
H 23.558 16.990 23.235 0.22 -0.14 -0.08
C 17.863 22.005 21.709 1.31 0.44 -0.05
O 17.347 20.811 22.260 -0.49 0.39 0.30
C 17.929 20.488 23.545 0.95 -0.71 -0.82
C 18.505 19.019 23.449 -0.38 2.91 0.52
N 19.556 18.834 24.508 -2.33 -0.44 -1.19
C 18.859 18.442 25.744 1.32 -0.54 0.36
C 19.906 17.833 26.649 -0.92 -1.10 0.79
O 20.346 16.560 26.192 0.26 0.39 -0.63
C 21.445 15.981 26.878 -0.15 0.63 -0.49
H 17.635 22.278 20.678 -1.23 -0.83 -0.08
H 18.943 21.925 21.586 0.49 -0.06 0.54
H 17.667 22.905 22.293 -0.20 -0.09 0.35
H 17.217 20.508 24.371 -0.47 0.29 -0.27
H 18.714 21.204 23.788 0.19 -0.04 -0.08
H 18.852 18.916 22.420 0.31 -0.34 0.26
H 17.567 18.483 23.592 0.39 -1.10 -0.06
H 19.990 17.974 24.203 0.68 -0.31 0.14
H 18.049 17.733 25.572 -0.15 -0.13 -0.09
H 18.473 19.259 26.353 -0.13 0.46 -0.51
H 19.405 17.589 27.585 0.14 0.65 0.62
H 20.678 18.596 26.755 0.53 -0.30 0.20
H 21.837 15.231 26.192 -0.02 -0.16 0.32
H 21.188 15.568 27.854 -0.29 -0.21 0.02
H 22.220 16.726 27.052 0.23 0.14 -0.03
C 19.193 13.704 16.104 0.18 -0.20 -0.61
O 20.542 14.134 15.930 -1.35 0.40 -0.74
C 20.694 15.548 15.747 0.45 -0.29 2.02
C 21.536 15.904 16.961 0.89 0.61 -1.40
N 21.884 17.327 16.877 -0.32 0.10 0.28
C 23.108 17.646 17.548 0.54 -0.54 1.71
C 22.958 17.634 19.116 0.85 0.01 0.11
O 22.052 18.577 19.596 -1.25 1.11 -0.02
C 21.864 18.567 21.010 -0.61 -0.34 -0.59
H 18.878 13.669 17.147 0.15 0.18 0.28
H 19.108 12.688 15.718 0.07 0.04 0.07
H 18.502 14.335 15.545 -0.06 0.13 -0.02
H 19.848 16.217 15.908 -1.05 -0.70 -0.78
H 21.205 15.783 14.813 -0.06 -0.07 0.01
H 22.428 15.320 16.736 0.46 0.11 0.76
H 21.076 15.537 17.878 -0.10 0.14 0.13
H 21.273 17.946 17.391 -1.15 -0.25 0.06
H 23.493 18.612 17.220 0.11 0.02 0.05
H 23.779 16.835 17.267 0.61 0.37 0.23
H 23.892 17.906 19.608 0.73 -0.43 -0.28
H 22.605 16.689 19.529 0.28 -0.71 -0.40
H 21.622 17.575 21.391 0.28 -0.34 -0.17
H 20.959 19.143 21.202 0.25 0.38 0.03
H 22.715 18.944 21.578 0.20 0.24 -0.16
C 26.228 20.785 22.490 0.26 -0.40 0.76
O 26.284 20.049 23.745 0.48 0.49 -1.07
C 25.042 19.749 24.319 -1.01 1.00 -0.18
C 25.178 19.256 25.746 0.33 -0.65 -0.59
N 25.761 17.918 25.824 -0.63 -0.06 0.02
C 26.047 17.645 27.224 1.45 -0.73 -0.47
C 27.006 16.402 27.395 -0.77 0.91 -0.40
O 28.169 16.629 26.580 -0.23 -0.66 0.26
C 29.297 15.742 26.732 -0.40 0.84 0.38
H 25.917 21.826 22.572 0.01 0.24 0.76
H 25.536 20.401 21.741 0.06 -0.78 0.08
H 27.251 20.776 22.115 -0.17 -0.10 -0.11
H 24.453 19.122 23.651 0.09 -0.71 0.13
H 24.446 20.662 24.342 -0.16 0.44 0.25
H 24.226 19.232 26.277 -0.34 0.05 -0.32
H 25.786 19.966 26.307 0.28 0.40 0.01
H 26.622 17.910 25.297 0.23 -0.05 0.01
H 25.116 17.536 27.781 -0.04 -0.38 0.03
H 26.521 18.552 27.600 0.45 -0.04 0.69
H 26.459 15.501 27.120 0.05 -0.17 -0.60
H 27.195 16.242 28.457 0.63 0.36 0.20
H 29.145 14.688 26.500 -0.62 -0.04 0.00
H 29.663 15.839 27.754 0.14 -0.19 0.12
H 30.079 16.089 26.056 -0.18 0.21 0.01
```
Positions in Å, forces in eV/Å.

Properties
Orbital gap, eV: 8.86
Energy relative to the best compared isomer or geometry (same formula, charge and spin), kJ/mol: 69.1
Net charge: 0
HOMO, eV: -8.34
SMILES: CC1(C)CCCC(C)(C)N1O.CC1(C)CCCC(C)(C)N1O.CC1(C)CCCC(C)(C)N1O.COC[C@H](C)N.COC[C@H](C)N.COC[C@H](C)N.COC[C@H](C)N.COC[C@H](C)N.COCCNCCOC.COCCNCCOC.COCCNCCOC.COCCNCCOC

Atomic partial charges in e from the Löwdin method, atoms 1 to 8: C -0.024; C -0.477; C -0.027; C -0.148; C -0.179; C -0.104; C -0.465; C -0.035